{"formula": "C25H58FN6O5", "method": "ωB97M-V with the def2-TZVPD basis set", "symbols": ["C", "C", "O", "C", "C", "C", "C", "C", "C", "C", "N", "C", "C", "C", "N", "C", "N", "F", "N", "H", "H", "H", "H", "H", "H", "H", "H", "H", "H", "H", "H", "H", "H", "H", "H", "H", "H", "H", "H", "H", "H", "H", "H", "H", "H", "H", "H", "C", "O", "C", "C", "N", "C", "C", "O", "C", "H", "H", "H", "H", "H", "H", "H", "H", "H", "H", "H", "H", "H", "H", "H", "C", "O", "C", "C", "N", "C", "C", "O", "C", "H", "H", "H", "H", "H", "H", "H", "H", "H", "H", "H", "H", "H", "H", "H"], "positions_angstrom": [[1.45, 4.97, -1.62], [1.34, 3.94, -2.73], [1.62, 2.66, -2.22], [1.93, 1.68, -3.19], [1.00, 0.48, -3.10], [-0.47, 0.95, -3.05], [-0.95, 1.05, -1.59], [-1.80, 2.26, -1.23], [-3.22, 2.35, -1.86], [-3.10, 3.33, -3.04], [-4.37, 3.62, -3.73], [-4.99, 4.88, -3.31], [-3.78, 1.00, -2.26], [-5.29, 1.03, -2.38], [-5.85, 1.39, -1.06], [-5.19, 2.35, -0.39], [-5.67, 2.70, 0.81], [-6.78, 2.09, 1.26], [-4.12, 2.99, -0.84], [1.90, 5.88, -2.01], [2.01, 4.58, -0.78], [0.46, 5.25, -1.27], [0.32, 3.99, -3.13], [2.00, 4.20, -3.56], [2.97, 1.36, -3.07], [1.85, 2.09, -4.19], [1.22, -0.13, -2.23], [1.14, -0.11, -4.01], [-0.51, 1.91, -3.55], [-1.08, 0.25, -3.61], [-1.42, 0.10, -1.31], [-0.06, 1.13, -0.98], [-1.24, 3.13, -1.55], [-1.88, 2.27, -0.14], [-2.39, 2.93, -3.75], [-2.67, 4.25, -2.65], [-4.16, 3.72, -4.71], [-4.40, 5.75, -3.59], [-5.14, 4.92, -2.24], [-5.96, 4.95, -3.77], [-3.35, 0.65, -3.18], [-3.55, 0.30, -1.46], [-5.65, 1.66, -3.17], [-5.62, 0.02, -2.59], [-6.84, 1.60, -1.11], [-5.31, 3.43, 1.41], [-3.58, 3.44, -0.10], [3.16, 1.82, 5.22], [2.45, 0.68, 4.80], [1.26, 0.95, 4.07], [1.42, 0.62, 2.60], [2.32, 1.53, 1.92], [2.74, 1.09, 0.59], [3.41, -0.27, 0.43], [4.72, -0.36, 0.95], [4.80, -0.56, 2.35], [3.89, 1.50, 5.97], [3.71, 2.29, 4.40], [2.50, 2.57, 5.67], [0.94, 1.98, 4.21], [0.49, 0.30, 4.48], [0.43, 0.67, 2.12], [1.76, -0.42, 2.54], [3.14, 1.67, 2.49], [3.43, 1.85, 0.21], [1.86, 1.12, -0.07], [3.52, -0.44, -0.65], [2.79, -1.09, 0.81], [3.99, -1.21, 2.71], [4.78, 0.38, 2.90], [5.75, -1.04, 2.56], [0.18, -6.49, -0.88], [-0.27, -6.73, 0.43], [0.52, -7.65, 1.18], [1.32, -6.95, 2.26], [2.38, -6.13, 1.70], [3.03, -5.22, 2.63], [2.18, -4.19, 3.38], [1.66, -3.14, 2.57], [0.52, -3.46, 1.81], [-0.62, -5.99, -1.42], [1.06, -5.84, -0.91], [0.43, -7.42, -1.40], [1.16, -8.24, 0.52], [-0.18, -8.34, 1.66], [1.77, -7.72, 2.91], [0.61, -6.37, 2.86], [2.02, -5.60, 0.92], [3.78, -4.66, 2.07], [3.57, -5.81, 3.38], [2.84, -3.70, 4.10], [1.38, -4.65, 3.96], [-0.15, -4.14, 2.35], [0.78, -3.89, 0.85], [-0.02, -2.53, 1.62]], "mulliken_charge": [-1.184, -0.179, -0.188, -0.971, -0.720, -0.679, 0.332, -1.798, 2.150, -1.604, -0.229, -0.968, -1.167, -0.951, -0.270, 0.354, -0.068, -0.149, -0.249, 0.362, 0.235, 0.257, 0.169, 0.531, 0.406, 0.532, 0.345, 0.436, -0.023, 0.525, 0.565, -0.309, 0.210, 0.584, 0.483, 0.476, 0.315, 0.358, 0.269, 0.335, 0.293, 0.412, 0.425, 0.454, 0.345, 0.242, 0.349, -0.720, -0.321, -0.938, 0.223, -0.263, 0.286, -0.323, -0.501, -0.392, 0.233, 0.299, 0.328, 0.434, 0.403, 0.139, 0.042, 0.175, 0.382, -0.588, 0.413, 0.012, 0.108, 0.174, 0.313, -0.684, -0.336, -0.823, -0.144, -0.289, -0.893, -0.530, -0.199, -0.756, 0.224, 0.278, 0.338, 0.401, 0.396, 0.381, 0.145, 0.073, 0.411, 0.427, 0.361, 0.397, 0.398, 0.207, 0.258], "gap_ev": 7.45, "charge": 1, "lumo_energy_ev": -2.6, "energy_ha": -1791.53046}

---

{"formula": "C25H31MnN5O5", "method": "ωB97M-V with the def2-TZVPD basis set", "symbols": ["Mn", "O", "C", "C", "C", "N", "C", "C", "C", "O", "O", "C", "O", "O", "H", "H", "H", "C", "C", "C", "C", "C", "C", "C", "N", "C", "C", "C", "C", "C", "C", "C", "N", "C", "C", "C", "C", "H", "H", "H", "H", "H", "H", "H", "H", "H", "H", "H", "H", "H", "H", "H", "H", "H", "H", "H", "H", "H", "H", "H", "H", "N", "N", "H", "H", "H", "H"], "positions_angstrom": [[0.36, -1.98, 1.08], [-0.43, -2.51, 6.97], [-0.30, -2.41, 5.67], [-1.39, -2.41, 4.78], [-1.13, -2.29, 3.44], [0.11, -2.18, 2.95], [1.15, -2.18, 3.79], [1.01, -2.30, 5.14], [2.45, -2.05, 2.98], [3.53, -2.13, 3.46], [2.15, -1.88, 1.71], [-2.14, -2.29, 2.29], [-3.32, -2.33, 2.45], [-1.49, -2.23, 1.14], [-1.35, -2.58, 7.28], [-2.41, -2.51, 5.11], [1.87, -2.30, 5.79], [0.71, 4.83, -0.71], [1.10, 4.29, 0.67], [2.62, 4.48, 0.86], [0.33, 5.08, 1.74], [0.81, 2.82, 0.82], [0.89, 2.17, 2.06], [0.67, 0.82, 2.16], [0.37, 0.05, 1.11], [0.26, 0.65, -0.09], [0.47, 2.01, -0.26], [-0.08, -0.26, -1.19], [-0.61, 0.17, -2.39], [-1.02, -0.75, -3.37], [-0.79, -2.09, -3.07], [-0.23, -2.45, -1.86], [0.11, -1.57, -0.92], [-1.67, -0.27, -4.64], [-2.24, -1.42, -5.48], [-2.82, 0.70, -4.30], [-0.61, 0.48, -5.47], [0.88, 5.90, -0.74], [-0.35, 4.66, -0.91], [1.31, 4.38, -1.50], [2.85, 5.55, 0.84], [3.17, 4.00, 0.06], [2.96, 4.08, 1.81], [0.48, 6.15, 1.58], [0.67, 4.85, 2.75], [-0.74, 4.88, 1.67], [1.13, 2.72, 2.96], [0.76, 0.33, 3.12], [0.39, 2.42, -1.25], [-0.74, 1.23, -2.56], [-1.06, -2.86, -3.77], [-0.04, -3.49, -1.65], [-2.96, -2.00, -4.91], [-1.45, -2.07, -5.85], [-2.76, -1.01, -6.34], [-3.56, 0.22, -3.66], [-3.32, 1.01, -5.22], [-2.46, 1.60, -3.81], [0.24, -0.17, -5.70], [-0.25, 1.36, -4.96], [-1.06, 0.79, -6.42], [1.86, -3.97, -0.14], [0.87, -4.10, 0.89], [2.17, -4.87, -0.49], [2.67, -3.49, 0.24], [1.24, -4.56, 1.72], [0.13, -4.70, 0.53]], "nbo_charge": [1.318, -0.589, 0.416, -0.262, 0.123, -0.446, 0.105, -0.237, 0.738, -0.472, -0.568, 0.745, -0.464, -0.546, 0.517, 0.274, 0.289, -0.611, -0.108, -0.592, -0.598, 0.148, -0.178, 0.057, -0.468, 0.276, -0.245, 0.159, -0.171, 0.162, -0.240, 0.119, -0.467, -0.110, -0.611, -0.596, -0.592, 0.243, 0.214, 0.210, 0.238, 0.218, 0.212, 0.238, 0.210, 0.218, 0.245, 0.210, 0.247, 0.236, 0.258, 0.217, 0.217, 0.216, 0.241, 0.220, 0.240, 0.203, 0.220, 0.206, 0.239, -0.659, -0.610, 0.386, 0.392, 0.388, 0.409], "gap_ev": [5.16, 6.51], "charge": 2, "lumo_energy_ev": [-10.2, -8.8], "de_lowest_kcal_mol": 13.1, "multiplicity": 2, "energy_ha": -2771.72919}